# 1
The following is a DFT calculation (ωB97M-V/def2-TZVPD) of 5 unconnected molecules or ions with the total composition C20H38Cl3FN3O4 at a distorted geometry.

Positions of all 69 atoms, in Å:
Cl -4.65 -0.47 0.81
Cl 0.85 -2.14 2.34
Cl -2.71 1.56 2.09
F -0.11 0.16 -1.61
O 2.45 5.43 -4.14
O 4.36 2.97 1.09
O -5.76 -5.81 -2.10
O -5.25 -3.69 0.73
N 2.30 -0.16 1.02
N 1.14 2.39 -1.12
N 0.89 -2.04 0.59
C 1.36 -0.69 0.06
C -3.59 0.52 -0.28
C 0.20 0.31 -0.24
C -5.23 -7.05 -1.65
C -2.26 1.03 0.39
C 3.73 4.80 -4.16
C 4.22 -1.31 2.03
C 1.47 3.65 -0.79
C 4.42 -0.29 -0.39
C 4.32 2.96 2.51
C 0.93 3.64 1.60
C -1.12 -0.05 0.53
C -1.56 -1.50 0.03
C -4.44 1.82 -0.62
C -4.33 -4.43 1.52
C -0.38 -2.52 -0.04
C 3.53 -0.55 0.86
C 1.39 4.34 0.43
C 0.68 1.79 0.00
C 0.56 2.29 1.31
H 0.86 4.14 2.57
H 1.85 -0.91 -0.92
H 3.71 3.95 -3.48
H 3.95 4.44 -5.17
H -4.71 -5.45 1.63
H -4.73 2.29 0.34
H -5.97 -7.58 -1.05
H 1.88 4.26 -1.66
H -4.90 -2.79 0.65
H -4.24 -3.97 2.51
H 2.49 6.17 -4.75
H 0.18 1.64 2.12
H 4.12 -2.41 1.93
H -0.13 -2.75 -1.11
H -3.35 -4.45 1.03
H -3.81 2.55 -1.17
H 4.46 0.81 -0.56
H 5.31 -1.08 2.03
H 5.34 3.05 2.88
H 3.97 -0.74 -1.31
H -5.33 1.56 -1.22
H -2.32 -1.87 0.74
H -5.97 -5.29 -1.31
H 3.72 3.80 2.87
H 1.68 5.40 0.50
H -4.32 -6.88 -1.07
H 4.49 5.51 -3.84
H -3.42 0.04 -1.26
H 3.89 2.02 2.87
H 3.45 2.88 0.77
H -0.64 -3.48 0.45
H 1.62 -2.71 0.32
H 3.82 -0.90 2.98
H -0.88 -0.11 1.61
H -1.98 -1.45 -1.00
H 5.46 -0.67 -0.26
H -4.98 -7.65 -2.53
H -1.96 1.95 -0.13

Results
Orbital gap: 0.2816 Eh
Net charge: +1
LUMO level: -0.1477 Ha

=====

# 2
The following is a DFT calculation (ωB97M-V/def2-TZVPD) of a molecular structure, C20H38Cl8FO2PSi2 at a distorted geometry.

Positions of all 72 atoms, in Å:
Cl 3.41 -4.56 0.91
Cl -2.83 1.82 3.49
Cl 3.55 1.80 2.86
Cl -4.86 -0.38 -4.12
Cl 4.73 1.15 6.00
Cl -4.46 1.46 6.46
Cl -2.63 1.46 -5.94
Cl 5.45 -2.25 2.36
P 1.74 -2.33 -3.48
Si -0.18 -1.61 -2.58
Si -1.55 0.89 -2.05
F -2.12 -0.69 0.24
O -0.15 0.12 -2.73
O 0.40 2.50 -0.72
C 2.38 0.02 1.71
C 1.92 0.85 0.49
C 0.69 1.82 0.49
C 2.17 -4.04 -2.78
C -4.98 0.04 -5.84
C -3.62 0.09 -6.52
C -4.57 2.03 3.78
C 5.75 -3.13 0.85
C -4.78 -0.09 0.59
C 4.47 -3.39 0.08
C 3.07 -1.07 -2.89
C -4.85 2.61 5.16
C 5.19 2.15 3.49
C 5.66 1.10 4.48
C -3.98 0.66 -0.59
C 0.40 1.16 3.07
C -2.70 -0.25 -1.02
C 1.59 0.17 3.05
C -0.07 1.97 1.83
C -1.02 2.47 -1.04
H 5.86 2.17 2.63
H 1.57 -4.26 -1.83
H 3.31 -4.03 -2.57
H -3.16 -1.12 -1.62
H 6.27 -4.06 1.10
H -3.70 1.73 -0.31
H 6.70 1.28 4.73
H -2.35 1.36 -3.20
H -5.60 -0.73 -6.31
H -5.06 1.07 3.65
H 4.71 -3.82 -0.90
H -1.25 -2.28 -3.31
H 6.43 -2.52 0.25
H 1.95 -0.43 3.94
H 2.01 -4.81 -3.61
H 3.68 -0.64 -3.78
H 3.90 -2.47 -0.08
H 5.57 0.09 4.06
H -4.94 2.71 3.01
H -4.28 3.53 5.33
H 2.52 0.74 -0.47
H -4.27 0.13 1.59
H -0.29 -1.93 -1.15
H 2.46 -0.17 -2.50
H -3.06 -0.83 -6.35
H -5.50 1.00 -5.92
H -1.20 3.34 -1.78
H -1.72 2.66 -0.16
H 3.28 -0.69 1.67
H -3.75 0.22 -7.59
H -0.14 1.27 4.08
H -0.96 2.68 1.89
H 5.18 3.15 3.94
H -4.62 0.75 -1.55
H 3.75 -1.49 -2.08
H -5.91 2.85 5.25
H -5.88 0.21 0.55
H -4.74 -1.22 0.34

Results
Orbital gap: 0.3005 Eh
LUMO level: 0.0222 Ha

=====

# 3
The following is a DFT calculation (ωB97M-V/def2-TZVPD) of 4 unconnected molecules or ions with the total composition C20H38N3O6S3 at a distorted geometry.

Positions of all 70 atoms, in Å:
S -2.54 4.58 -0.03
S 2.72 6.61 2.88
S 1.30 -4.75 -3.24
O 1.36 6.76 3.37
O 2.43 -4.93 -2.36
O 3.51 5.43 3.15
O -3.41 5.53 0.65
O -2.75 4.19 -1.40
O 0.22 -3.83 -2.95
N -0.62 -3.29 1.05
N -0.82 -3.37 2.39
N -4.43 -4.60 2.07
C 3.48 8.24 0.93
C -0.94 3.05 1.44
C 2.07 -5.80 -5.51
C -0.84 -2.16 0.07
C -2.55 -5.67 0.52
C 2.74 6.92 1.12
C -0.85 5.12 0.17
C 3.67 8.04 3.35
C -1.79 -0.74 2.32
C 4.46 8.39 2.10
C -3.73 -4.54 0.70
C 1.91 -4.42 -4.88
C -1.50 -0.75 0.68
C -1.31 -5.19 -0.49
C -0.40 4.48 1.47
C -2.40 3.12 0.99
C -1.37 -2.17 3.08
C 0.83 -6.59 -5.10
C -0.06 -4.58 0.40
C 0.61 -6.36 -3.61
H -1.75 0.19 0.01
H 5.29 7.69 1.97
H 2.18 -5.74 -6.59
H -4.50 -4.59 -0.21
H -0.46 -6.37 -3.35
H 4.87 9.40 2.15
H -2.24 0.18 2.89
H 2.84 -3.86 -4.83
H -0.64 -2.23 -1.08
H 3.27 6.09 0.64
H -5.31 -4.03 1.98
H 0.69 4.50 1.58
H 0.91 -4.36 -0.22
H -0.85 2.56 2.41
H -3.07 3.23 1.84
H -3.05 -6.61 -0.01
H -4.67 -5.58 2.33
H -0.28 4.74 -0.68
H 2.77 9.07 0.95
H 1.71 6.97 0.75
H -0.04 -6.23 -5.66
H -1.75 -4.44 -1.28
H -2.12 -6.08 1.55
H -0.81 6.21 0.19
H -0.36 2.46 0.72
H 4.00 8.27 -0.04
H -1.58 -2.22 4.24
H 2.96 8.84 3.60
H 0.94 -7.66 -5.32
H -0.90 -6.12 -1.11
H 1.14 -7.10 -3.00
H -2.68 2.24 0.40
H 1.14 -3.84 -5.41
H 2.97 -6.29 -5.11
H 4.30 7.81 4.20
H -3.24 -3.48 0.64
H -0.83 5.02 2.32
H 0.17 -5.39 1.23

Results
Orbital gap: 0.2585 Eh
Net charge: +1
LUMO level: -0.1799 Ha

=====

# 4
The following is a DFT calculation (ωB97M-V/def2-TZVPD) of a molecular structure, C20H39F7NbO13 at a distorted geometry.

Positions of all 80 atoms, in Å:
Nb 8.11 -0.82 3.15
F 4.09 2.30 3.42
F 10.82 -2.21 2.53
F 11.25 0.84 4.15
F 5.39 1.32 4.84
F 10.88 -1.09 5.08
F 10.77 -0.19 1.68
F 6.22 2.42 3.17
O 2.83 -1.56 -0.37
O 5.13 0.51 2.77
O 0.67 -2.22 -0.33
O -3.94 2.70 2.24
O -4.94 -1.23 -1.63
O -5.29 -1.49 -8.72
O -4.07 0.13 -0.05
O 2.40 -3.67 -0.23
O -3.43 3.34 4.23
O -4.73 4.69 2.97
O -3.17 -1.88 -8.03
O -4.90 -1.53 -6.60
O -5.68 0.87 -1.30
C 2.41 -0.19 -0.44
C 1.46 -4.73 -0.08
C -3.18 -0.39 -5.29
C -4.81 -1.52 -10.07
C 10.42 -0.92 2.79
C 5.24 1.58 3.54
C -6.56 0.69 -2.40
C 5.82 -0.71 3.23
C -4.00 -1.65 -5.48
C -3.50 4.28 5.31
C -3.12 -0.90 0.32
C -1.98 -1.01 -0.67
C -4.67 2.87 1.02
C -4.33 -1.65 -7.80
C -4.90 -0.19 -1.04
C 11.32 -0.49 3.94
C -4.83 4.21 6.03
C 1.85 -2.45 -0.32
C -4.10 3.68 3.13
C 1.96 0.33 0.91
H -4.35 2.07 0.35
H -5.65 4.50 5.38
H -4.45 3.84 0.57
H 5.43 -1.02 4.19
H -3.31 5.29 4.94
H 0.99 -4.67 0.90
H -2.58 -0.47 -4.38
H -2.33 -1.33 -1.65
H -5.69 -1.51 -10.71
H -3.83 0.48 -5.20
H -5.99 0.66 -3.33
H 8.42 0.34 4.53
H -4.64 -1.81 -4.61
H -5.74 2.79 1.20
H 1.74 1.39 0.86
H -4.24 -2.43 -10.26
H 7.98 0.61 2.02
H 2.73 0.17 1.66
H -2.51 -0.23 -6.13
H -1.49 -0.04 -0.79
H -3.64 -1.85 0.44
H -2.74 -0.60 1.29
H -3.37 -2.53 -5.60
H -4.20 -0.64 -10.27
H -1.24 -1.73 -0.32
H -4.83 4.87 6.90
H 3.29 0.37 -0.77
H 12.35 -0.79 3.80
H -7.16 -0.21 -2.29
H 5.50 -1.47 2.53
H -2.70 4.02 5.99
H 8.05 -2.20 4.36
H 2.02 -5.66 -0.15
H 0.71 -4.70 -0.86
H 1.64 -0.07 -1.20
H 8.08 -2.05 1.78
H -5.03 3.18 6.36
H -7.22 1.56 -2.42
H 1.06 -0.19 1.25

Results
Orbital gap: 0.2653 Eh
Net charge: -1
LUMO level: 0.0646 Ha

=====

# 5
The following is a DFT calculation (ωB97M-V/def2-TZVPD) of 7 unconnected molecules or ions with the total composition C20H39NO18 at a distorted geometry.

Positions of all 78 atoms, in Å:
O 1.54 5.31 0.79
O 0.05 4.64 -2.02
O 0.11 -4.91 3.43
O 5.15 -4.41 2.81
O 0.97 -1.94 -3.64
O -5.50 2.18 0.70
O 3.07 3.70 1.31
O -1.74 -5.11 2.11
O -1.87 4.01 -3.12
O -1.65 6.14 -2.41
O -0.22 -6.51 1.73
O -0.13 -0.16 -2.82
O -3.42 2.83 1.23
O 1.01 3.42 2.05
O 3.36 -4.42 1.69
O 4.32 -2.44 2.14
O -3.97 2.31 -0.85
O -1.02 -2.29 -3.18
N -0.12 -1.18 1.53
C 1.01 -7.22 1.97
C 4.27 -3.63 2.22
C -4.19 2.39 0.45
C 0.72 0.88 0.09
C 1.80 4.27 1.36
C 0.59 3.44 -2.44
C 4.11 4.30 0.54
C -0.01 -1.36 -3.12
C -2.33 -3.94 2.60
C -2.38 -1.92 -3.21
C -0.58 -5.48 2.54
C 2.24 -3.84 1.09
C 0.25 -0.29 0.86
C -6.03 2.39 1.95
C 1.96 -1.17 -4.38
C -2.75 1.85 -1.30
C 6.27 -3.93 3.52
C -0.37 3.75 2.30
C -1.15 5.00 -2.53
C -3.06 4.30 -3.79
H 2.60 -1.76 -5.03
H 0.84 3.34 -3.50
H -3.03 4.81 -4.76
H -2.64 0.87 -0.82
H 4.24 5.38 0.45
H -3.71 3.42 -3.85
H 0.84 -8.30 1.95
H -3.70 5.02 -3.28
H 2.33 -3.64 0.02
H -5.56 3.07 2.66
H 5.04 4.11 1.09
H -2.42 -1.10 -3.93
H 0.09 1.61 0.61
H -2.76 1.58 -2.35
H 2.62 -0.73 -3.63
H 6.90 -3.26 2.94
H 0.66 0.91 -1.00
H -1.92 2.51 -1.09
H 1.40 -4.54 1.07
H 6.80 -4.87 3.69
H 1.46 -0.37 -4.93
H -7.11 2.42 2.04
H -0.04 2.59 -2.18
H 1.60 -6.93 2.83
H 1.59 -7.03 1.06
H -1.70 -3.05 2.61
H 4.09 3.80 -0.43
H -2.79 -4.09 3.58
H -1.02 2.89 2.48
H -2.73 -1.48 -2.27
H 1.74 -3.02 1.59
H -3.04 -3.51 1.89
H -5.77 1.39 2.30
H 6.00 -3.28 4.35
H 1.74 1.06 0.40
H 1.50 3.26 -1.88
H -0.68 4.45 3.08
H -3.08 -2.74 -3.35
H -0.69 4.25 1.38

Results
Orbital gap: 0.3955 Eh
SMILES: COC(=O)OC.COC(=O)OC.COC(=O)OC.COC(=O)OC.COC(=O)OC.COC(=O)OC.CC#N
LUMO level: 0.0112 Ha
Energy relative to the best compared isomer or geometry (same formula, charge and spin): 313.02 kJ/mol

=====

# 6
The following is a DFT calculation (ωB97M-V/def2-TZVPD) of a molecular structure, C20H40BiO5PS4SiTe at a distorted geometry.

Positions of all 73 atoms, in Å:
Bi -0.13 0.42 1.52
Te -2.10 2.07 3.16
S -1.51 -1.11 4.58
S 2.78 -0.28 1.91
S -0.43 1.29 -1.17
S 1.17 2.73 2.02
P 2.87 1.69 1.86
Si -1.40 -0.59 -1.40
O -2.75 -0.53 -0.48
O -1.71 -0.71 -2.98
O 3.69 2.02 0.45
O 4.09 2.16 2.85
O -0.40 -1.77 -0.85
C -1.08 0.60 4.30
C 0.29 -3.05 -0.91
C -0.44 -3.89 0.18
C -0.08 -3.58 -2.33
C 4.08 1.82 4.23
C 4.35 3.01 5.10
C 0.02 -1.39 5.28
C -1.86 -1.07 -5.24
C -4.55 -1.66 -1.54
C -2.05 1.24 -4.43
C -4.18 -0.44 -0.69
C 5.62 3.46 -0.02
C -4.49 0.90 -1.38
C 1.77 -2.80 -0.63
C 0.19 0.10 -4.26
C 0.80 -0.26 5.40
C -4.86 -0.42 0.72
C 4.09 3.48 0.32
C 0.25 0.87 4.77
C -1.32 -0.09 -4.25
H -4.37 0.41 1.27
H -5.65 -1.81 -1.47
H 1.74 -0.23 5.95
H -1.16 -3.88 -2.39
H 3.43 3.94 -0.44
H -3.80 1.66 -1.04
H 4.78 0.99 4.35
H 0.24 -2.38 5.69
H 2.25 -3.79 -0.66
H -1.79 1.68 -5.39
H -1.45 -2.09 -5.07
H 0.06 -4.85 0.35
H -0.51 -3.31 1.12
H -1.42 -4.14 -0.27
H 2.12 -2.14 -1.40
H 0.59 -4.35 -2.68
H -5.49 1.17 -1.03
H 5.94 4.34 -0.62
H 6.11 3.48 0.95
H 0.55 0.18 -5.29
H 5.93 2.55 -0.52
H -5.94 -0.35 0.62
H -4.20 -1.48 -2.56
H 3.88 3.95 1.32
H 3.90 2.71 6.06
H -1.76 -0.76 -6.31
H 0.51 1.01 -3.71
H 3.80 3.96 4.77
H 3.07 1.40 4.48
H -2.92 -1.25 -5.06
H 5.42 3.21 5.27
H -3.96 -2.51 -1.22
H -4.49 0.86 -2.46
H 0.71 -0.75 -3.85
H -4.70 -1.34 1.28
H -3.13 1.07 -4.33
H 0.79 1.77 4.47
H -1.72 1.92 -3.59
H 1.90 -2.36 0.38
H 0.03 -2.71 -3.05

Results
Orbital gap (spin up / spin down): 0.1648 / 0.2568 Eh
Spin multiplicity: 2
Net charge: -1
LUMO level (spin up / spin down): 0.0932 / 0.0931 Ha
Energy relative to the best compared isomer or geometry (same formula, charge and spin): 73.87 kJ/mol

=====

| no. | E (Eh) |
| --- | --- |
| 1 | -2730.11499 |
| 2 | -5636.92123 |
| 3 | -2594.55969 |
| 4 | -2519.47598 |
| 5 | -2194.40516 |
| 6 | -3868.76277 |